A structure of composition C45H55BaBr4NO3Si at a distorted geometry, computed with wB97M-V/def2-TZVPD.

CARTESIAN COORDINATES (ANGSTROEM)
Ba 7.59048 11.06770 17.00839
C 12.69977 14.10127 14.42152
C 11.67974 13.48425 13.51889
C 10.59645 14.16026 12.96820
C 9.62278 13.55076 12.21615
C 8.44262 14.30323 11.67857
C 9.76704 12.16369 11.98562
C 10.81378 11.43328 12.57806
C 10.95023 9.96490 12.38507
C 11.80243 12.12959 13.26452
H 12.49848 13.90612 15.48753
H 12.76879 15.17389 14.24865
H 13.70631 13.69814 14.21806
H 10.48551 15.23205 13.11733
H 8.53260 15.36400 11.83957
H 7.56587 13.90177 12.25634
H 8.21937 14.01244 10.63015
H 9.07989 11.62994 11.33587
H 11.25274 9.70536 11.39189
H 10.01781 9.45485 12.61586
H 11.69110 9.50727 13.07067
H 12.67969 11.54959 13.61635
Br 12.13490 12.09770 23.09352
C 11.31820 12.20441 21.39510
C 11.78590 13.26570 20.54404
Br 13.41905 14.19617 20.93260
C 11.11181 13.52343 19.37046
Br 11.45095 15.34208 18.64112
C 10.05628 12.71774 18.86743
O 9.52287 12.84692 17.71882
C 9.63810 11.56762 19.74454
O 8.63708 10.83511 19.37747
C 10.31001 11.39746 20.96648
Br 9.76696 9.97925 22.18099
C 3.44355 10.81505 19.55893
C 3.59550 9.35388 19.34366
C 4.92942 9.19621 18.61498
O 5.34367 10.53311 18.19046
C 4.21086 11.45301 18.41676
H 3.88595 11.15353 20.49111
H 2.36331 11.06404 19.60865
H 2.84432 8.97154 18.63517
H 3.63231 8.70383 20.25650
H 4.78524 8.57639 17.66260
H 5.74295 8.80887 19.22201
H 3.60774 11.51236 17.52333
H 4.66953 12.46355 18.62562
C 7.12544 5.92722 12.71670
C 7.02302 7.31974 13.30565
C 6.34975 8.38636 12.73374
C 6.53481 9.71708 13.11514
C 5.65893 10.79556 12.47299
C 7.58842 9.96562 14.04496
C 8.20076 8.88606 14.82137
C 7.78286 7.58126 14.42122
N 8.95602 9.16077 15.84495
C 9.91730 8.16715 16.42284
C 10.66798 7.40320 15.30091
C 11.69207 6.40757 15.87536
C 12.66099 7.21354 16.74584
C 11.89710 7.94737 17.89963
C 11.17279 6.91072 18.79185
C 10.16870 6.12385 17.93048
C 10.90797 5.41130 16.76057
C 9.17998 7.15677 17.38364
C 10.87252 8.95128 17.32727
H 7.60948 5.91872 11.73431
H 6.11672 5.52182 12.67992
H 7.76651 5.32246 13.39445
H 5.62934 8.25599 11.94599
H 5.23514 11.58733 13.14195
H 4.78609 10.31264 11.98770
H 6.22915 11.38827 11.69467
H 8.04878 10.93826 13.98053
H 8.09158 6.71594 15.02117
H 11.10431 8.22256 14.74017
H 9.99630 6.79405 14.66304
H 12.18703 5.96077 15.00179
H 13.13133 7.97277 16.14721
H 13.42747 6.59942 17.21636
H 12.64914 8.54937 18.44867
H 10.59569 7.42455 19.60019
H 11.82961 6.19067 19.30295
H 9.66336 5.37791 18.56693
H 10.23284 4.88724 16.10825
H 11.53311 4.66424 17.24751
H 8.74938 7.71653 18.22946
H 8.26434 6.71866 16.88031
H 11.37792 9.75079 16.72305
H 10.27912 9.44323 18.14053
C 7.64817 14.96767 15.56654
Si 6.03778 14.24688 16.40397
C 5.50956 15.38969 17.84594
C 4.75543 14.49877 15.05012
C 3.77074 13.54378 14.69376
C 3.07194 13.68220 13.51076
C 3.27856 14.78824 12.68696
C 4.08247 15.80682 13.16305
C 4.74481 15.72096 14.37820
H 8.25912 14.13895 15.10995
H 8.19419 15.48206 16.42335
H 7.45808 15.70005 14.79124
H 6.37426 15.46023 18.52656
H 4.70273 14.98766 18.45757
H 5.23747 16.40559 17.43112
H 3.62535 12.66945 15.33769
H 2.30586 12.95025 13.17734
H 2.77007 14.92394 11.72205
H 4.18867 16.70988 12.55577
H 5.36173 16.55186 14.70611

Values from the calculation:
E   -343933.7567 eV
Frontier orbital gap   0.165 hartree
Highest occupied orbital energy   -0.03419 Eh
Energy above the lowest of the compared OMol25 structures with the same formula, charge and spin   127.1 kJ/mol
LUMO level   3.6 eV
Net charge   -2

Results of the Mulliken charge analysis, in e, for atoms 1 through 99: number 1, Ba, carries 1.12; number 2, C, carries -1.57; number 3, C, carries 0.70; number 4, C, carries -0.62; number 5, C, carries 0.92; number 6, C, carries -1.30; number 7, C, carries -0.46; number 8, C, carries 1.04; number 9, C, carries -1.35; number 10, C, carries -0.63; number 11, H, carries 0.23; number 12, H, carries 0.39; number 13, H, carries 0.39; number 14, H, carries 0.22; number 15, H, carries 0.38; number 16, H, carries 0.08; number 17, H, carries 0.37; number 18, H, carries 0.26; number 19, H, carries 0.51; number 20, H, carries 0.03; number 21, H, carries 0.26; number 22, H, carries 0.21; number 23, Br, carries -0.26; number 24, C, carries 0.10; number 25, C, carries 0.01; number 26, Br, carries -0.24; number 27, C, carries 0.08; number 28, Br, carries -0.30; number 29, C, carries -0.33; number 30, O, carries 0.11; number 31, C, carries -0.09; number 32, O, carries -0.66; number 33, C, carries 0.05; number 34, Br, carries -0.28; number 35, C, carries -0.56; number 36, C, carries -0.50; number 37, C, carries -0.57; number 38, O, carries -0.02; number 39, C, carries 0.07; number 40, H, carries 0.32; number 41, H, carries 0.33; number 42, H, carries 0.27; number 43, H, carries 0.29; number 44, H, carries 0.14; number 45, H, carries 0.36; number 46, H, carries 0.07; number 47, H, carries -0.19; number 48, C, carries -1.72; number 49, C, carries -0.22; number 50, C, carries -1.05; number 51, C, carries -0.21; number 52, C, carries -0.95; number 53, C, carries -0.48; number 54, C, carries 0.79; number 55, C, carries 0.42; number 56, N, carries -0.73; number 57, C, carries 0.69; number 58, C, carries -0.26; number 59, C, carries 0.36; number 60, C, carries -1.59; number 61, C, carries 0.51; number 62, C, carries -1.35; number 63, C, carries 0.46; number 64, C, carries -1.50; number 65, C, carries -1.52; number 66, C, carries -1.11; number 67, H, carries 0.30; number 68, H, carries 0.38; number 69, H, carries 0.27; number 70, H, carries 0.27; number 71, H, carries -0.06; number 72, H, carries 0.41; number 73, H, carries 0.14; number 74, H, carries 1.84; number 75, H, carries 0.14; number 76, H, carries -0.62; number 77, H, carries 0.56; number 78, H, carries 0.37; number 79, H, carries 0.55; number 80, H, carries 0.54; number 81, H, carries 0.36; number 82, H, carries 0.40; number 83, H, carries 0.51; number 84, H, carries 0.33; number 85, H, carries 0.54; number 86, H, carries 0.56; number 87, H, carries 0.38; number 88, H, carries 0.28; number 89, H, carries 0.36; number 90, H, carries 0.06; number 91, C, carries -0.34; number 92, Si, carries -0.21; number 93, C, carries -1.43; number 94, C, carries 0.75; number 95, C, carries -0.29; number 96, C, carries -0.16; number 97, C, carries -0.55; number 98, C, carries -0.62; number 99, C, carries -0.54